[1]
# C16H44AsBeF6O14Ti

A structure of composition C16H44AsBeF6O14Ti (ωB97M-V/def2-TZVPD, the OMol25 dataset).

Output
HOMO energy (spin up / spin down) in eV: -14.14 / -14.14
Charge: +2
Kohn-Sham gap (spin up / spin down) in Eh: 0.1706 / 0.1630
2S+1: 4
Strongest force on any atom in eV Å⁻¹: 3.7

Each line ends with the Löwdin charge.
CARTESIAN COORDINATES (ANGSTROEM)
Ti  -1.705  0.748  4.335  1.458
Be  -2.491  4.306  1.681  0.880
As  -1.431  0.541  0.361  1.002
F  -1.097  0.001  2.028  -0.301
F  -3.135  0.770  0.883  -0.256
F  -1.806  1.120  -1.289  -0.234
F  0.298  0.312  -0.017  -0.218
F  -1.820  -1.108  -0.240  -0.227
F  -1.080  2.280  0.859  -0.326
C  -3.916  -1.077  3.565  -0.098
O  -3.930  0.332  3.394  -0.178
H  -3.108  -1.507  2.974  0.082
H  -3.678  -1.282  4.609  0.095
H  -4.898  -1.435  3.255  0.126
H  -3.969  0.524  2.454  0.056
C  -4.045  0.152  -2.842  -0.166
O  -5.053  0.562  -3.769  -0.104
H  -3.118  0.462  -3.325  0.078
H  -4.190  0.625  -1.871  0.039
H  -4.001  -0.931  -2.726  0.080
H  -5.899  0.623  -3.320  0.076
C  1.002  4.133  1.941  -0.096
O  -0.029  4.835  1.162  -0.186
H  1.889  3.926  1.341  0.077
H  1.247  4.753  2.803  0.095
H  0.627  3.150  2.225  0.050
H  0.387  5.665  0.918  0.100
C  -4.175  3.578  -1.338  -0.134
O  -2.892  3.524  -0.792  -0.185
H  -4.667  2.613  -1.461  0.072
H  -4.800  4.346  -0.882  0.092
H  -4.034  3.940  -2.356  0.103
H  -2.391  2.857  -1.266  0.045
C  1.504  0.279  4.308  -0.098
O  0.556  1.162  4.846  -0.168
H  0.945  -0.349  3.615  0.074
H  2.260  0.746  3.676  0.104
H  2.054  -0.444  4.910  0.120
H  1.041  1.726  5.453  0.130
C  1.580  2.726  -1.751  -0.149
O  2.374  3.778  -2.335  -0.090
H  1.996  1.735  -1.934  0.056
H  1.564  2.878  -0.672  0.047
H  0.565  2.569  -2.118  0.072
H  3.119  3.975  -1.762  0.073
C  -3.017  -4.174  0.416  -0.147
O  -2.946  -3.334  -0.720  -0.137
H  -3.321  -5.127  -0.015  0.097
H  -2.048  -4.296  0.902  0.063
H  -3.629  -3.680  1.171  0.061
H  -2.545  -2.492  -0.490  -0.010
C  1.200  -3.335  0.508  -0.149
O  1.495  -4.530  1.229  -0.108
H  0.235  -3.480  0.022  0.065
H  1.233  -2.347  0.968  0.061
H  1.951  -3.274  -0.279  0.065
H  1.427  -5.300  0.659  0.088
C  4.691  -1.495  1.074  0.002
C  5.029  -0.031  0.769  -0.293
C  4.054  0.688  -0.159  -0.070
O  3.874  1.975  0.491  0.048
C  4.417  1.964  1.720  -0.560
O  4.393  2.885  2.525  0.116
O  4.909  0.749  1.951  0.086
H  4.310  -1.958  0.163  0.077
H  3.925  -1.601  1.841  0.079
H  5.556  -2.090  1.368  0.094
H  6.042  -0.036  0.367  0.161
H  3.104  0.154  -0.187  0.109
H  4.443  0.634  -1.176  0.148
C  -0.441  -3.015  -3.840  -0.004
C  0.937  -2.368  -3.993  -0.245
C  1.238  -1.228  -3.015  -0.137
O  2.507  -1.518  -2.503  0.029
C  2.869  -2.809  -2.845  -0.548
O  3.921  -3.381  -2.542  0.120
O  1.944  -3.379  -3.571  0.108
H  -0.370  -3.667  -2.970  0.089
H  -0.614  -3.624  -4.727  0.091
H  -1.217  -2.251  -3.801  0.084
H  1.038  -1.913  -4.978  0.154
H  0.490  -1.106  -2.232  0.109
H  1.271  -0.332  -3.634  0.133

***

[2]
# C16H44B3Cs3O8S4

A structure of composition C16H44B3Cs3O8S4 (ωB97M-V/def2-TZVPD, the OMol25 dataset).

Output
Energy relative to the best compared isomer or geometry (same formula, charge and spin) in eV: 2.172
HOMO energy in eV: -9.18
Charge: 0
Kohn-Sham gap in Eh: 0.3198
Strongest force on any atom in eV Å⁻¹: 4.4

Each line ends with the Löwdin charge.
CARTESIAN COORDINATES (ANGSTROEM)
Cs  0.752  3.528  -1.734  1.117
Cs  3.126  4.159  2.292  1.054
Cs  -1.571  4.203  1.929  1.100
B  -1.773  5.329  -1.186  -0.614
H  -1.776  5.841  -2.136  -0.066
H  -0.900  5.674  -0.655  -0.108
H  -2.692  5.630  -0.707  -0.074
H  -1.749  4.274  -1.412  -0.164
B  0.374  1.877  0.768  -0.716
H  -0.401  2.278  0.133  -0.180
H  0.967  1.221  0.151  -0.084
H  1.000  2.686  1.112  -0.143
H  -0.043  1.334  1.602  -0.053
B  0.862  6.278  2.782  -0.627
H  0.805  5.481  2.058  -0.229
H  0.034  6.971  2.770  -0.068
H  0.930  5.897  3.789  -0.075
H  1.684  6.918  2.503  -0.081
C  0.397  -1.064  -2.420  -0.208
C  0.430  -2.456  -1.620  -0.171
C  0.270  -3.570  -2.693  -0.168
S  1.130  -2.932  -4.223  0.724
O  0.280  -3.208  -5.373  -0.350
O  2.572  -3.180  -4.292  -0.359
C  1.094  -1.115  -3.737  -0.209
H  0.701  -0.214  -1.808  0.081
H  -0.674  -0.885  -2.506  0.103
H  -0.355  -2.488  -0.864  0.081
H  1.387  -2.443  -1.097  0.082
H  -0.757  -3.701  -3.034  0.101
H  0.818  -4.492  -2.499  0.100
H  0.717  -0.539  -4.583  0.100
H  2.142  -0.824  -3.800  0.083
C  4.545  -1.778  -1.058  -0.249
C  3.867  -1.986  0.343  -0.205
C  3.112  -0.716  0.623  -0.189
S  3.866  0.622  -0.502  0.733
O  4.425  1.709  0.262  -0.389
O  2.942  0.932  -1.604  -0.390
C  5.169  -0.455  -1.212  -0.208
H  3.815  -1.996  -1.838  0.102
H  5.268  -2.581  -1.200  0.122
H  4.731  -2.140  0.990  0.118
H  3.195  -2.841  0.407  0.103
H  3.283  -0.572  1.690  0.102
H  2.028  -0.836  0.625  0.081
H  6.052  -0.492  -0.574  0.114
H  5.412  -0.076  -2.205  0.117
C  -3.956  2.019  -0.178  -0.215
C  -4.285  1.474  -1.567  -0.190
C  -4.467  -0.105  -1.543  -0.176
S  -3.939  -0.638  0.175  0.705
O  -3.165  -1.839  0.025  -0.344
O  -5.075  -0.629  1.104  -0.340
C  -2.975  0.972  0.429  -0.202
H  -4.868  2.051  0.418  0.116
H  -3.485  2.999  -0.261  0.073
H  -3.392  1.660  -2.162  0.110
H  -5.219  1.820  -2.010  0.116
H  -3.763  -0.511  -2.269  0.087
H  -5.475  -0.445  -1.779  0.097
H  -2.074  0.857  -0.174  0.084
H  -2.751  1.077  1.490  0.088
C  -1.731  -2.085  3.315  -0.205
C  -1.827  -3.592  3.403  -0.230
C  -0.389  -4.114  3.581  -0.196
S  0.498  -3.207  2.276  0.744
O  0.338  -3.989  1.032  -0.348
O  1.853  -2.768  2.700  -0.351
C  -0.659  -1.795  2.194  -0.189
H  -1.626  -1.505  4.232  0.117
H  -2.741  -1.764  3.058  0.102
H  -2.349  -3.973  2.525  0.124
H  -2.583  -3.826  4.154  0.119
H  -0.332  -5.197  3.470  0.109
H  0.132  -3.734  4.460  0.101
H  -1.014  -1.618  1.179  0.071
H  -0.172  -0.859  2.466  0.083

***

[3]
# C16H44BrF3N2O7

A cluster of 7 separate species, C16H44BrF3N2O7 in total (ωB97M-V/def2-TZVPD, the OMol25 dataset).

Output
HOMO energy in eV: -9.65
Charge: 0
Kohn-Sham gap in Eh: 0.3707
SMILES: NCO[C@H](Br)CNC(F)(F)F.CCO.CCO.CCO.CCO.CCO.CCO
Strongest force on any atom in eV Å⁻¹: 3.2

Each line ends with the Löwdin charge.
CARTESIAN COORDINATES (ANGSTROEM)
N  -2.172  4.454  -5.849  0.022
C  -0.935  4.452  -6.687  -0.313
O  0.016  3.432  -6.340  -0.179
C  -0.525  2.114  -6.336  -0.653
Br  -1.872  1.723  -7.739  0.691
C  -1.062  1.638  -4.885  -0.209
N  0.040  1.342  -3.928  0.060
C  0.401  2.471  -3.094  -0.490
F  1.177  1.939  -2.023  0.046
F  -0.668  3.139  -2.483  0.080
F  1.252  3.394  -3.722  0.098
H  -2.346  5.422  -5.570  0.053
H  -2.960  4.072  -6.384  0.032
H  -1.163  4.513  -7.812  0.111
H  -0.419  5.451  -6.454  0.139
H  0.358  1.412  -6.547  0.119
H  -1.570  0.629  -5.098  0.115
H  -1.886  2.307  -4.482  0.114
H  -0.302  0.590  -3.305  0.140
C  -5.941  6.934  -7.480  -0.090
C  -5.293  5.780  -6.742  -0.312
O  -4.206  6.247  -5.949  -0.114
H  -5.212  7.435  -8.122  0.079
H  -6.773  6.586  -8.096  0.076
H  -6.314  7.683  -6.776  0.074
H  -4.903  5.045  -7.449  0.110
H  -6.016  5.280  -6.088  0.113
H  -4.559  6.889  -5.321  0.095
C  0.712  2.143  1.972  -0.101
C  0.720  3.656  2.054  -0.324
O  1.392  4.204  0.927  -0.084
H  1.733  1.756  1.933  0.077
H  0.203  1.708  2.836  0.074
H  0.208  1.808  1.061  0.067
H  1.243  3.988  2.953  0.113
H  -0.301  4.052  2.082  0.108
H  0.918  3.912  0.138  0.067
C  1.300  -1.773  1.447  -0.083
C  1.563  -2.039  2.915  -0.313
O  0.454  -2.714  3.499  -0.089
H  0.398  -1.167  1.322  0.075
H  2.142  -1.249  0.988  0.077
H  1.132  -2.709  0.908  0.058
H  1.708  -1.100  3.454  0.096
H  2.459  -2.655  3.048  0.111
H  0.336  -3.549  3.024  0.043
C  -1.062  -6.817  0.282  -0.090
C  -0.481  -5.417  0.252  -0.312
O  -0.245  -4.952  1.578  -0.100
H  -1.998  -6.831  0.845  0.079
H  -1.253  -7.182  -0.729  0.076
H  -0.379  -7.509  0.783  0.074
H  -1.175  -4.726  -0.228  0.117
H  0.464  -5.399  -0.300  0.111
H  0.376  -5.564  1.995  0.094
C  1.277  -2.768  7.284  -0.085
C  1.288  -1.254  7.362  -0.317
O  1.960  -0.708  6.233  -0.090
H  2.298  -3.157  7.245  0.062
H  0.768  -3.200  8.150  0.076
H  0.772  -3.105  6.375  0.067
H  1.812  -0.920  8.260  0.110
H  0.268  -0.857  7.390  0.108
H  1.485  -1.000  5.443  0.046
C  4.397  -5.144  5.378  -0.095
C  4.660  -5.407  6.848  -0.327
O  3.549  -6.079  7.430  -0.089
H  3.496  -4.538  5.252  0.063
H  5.240  -4.623  4.917  0.075
H  4.228  -6.083  4.841  0.071
H  4.806  -4.468  7.384  0.111
H  5.554  -6.024  6.981  0.107
H  3.432  -6.912  6.956  0.079